The following is a quantum chemistry calculation of a molecular structure, C12H18Cl12O5 at a distorted geometry, from the OMol25 dataset.

**Gap between HOMO and LUMO**: 6.95 eV
**Total energy**: -173221.1837 eV
**Energy above the lowest of the compared OMol25 structures with the same formula, charge and spin**: 20.944 eV
**F_max**: 9.43 eV/A
**Total charge**: 0
**HOMO**: -0.34207 Eh
**M**: 667.71 g/mol

The geometry in XYZ format:
```
47
Properties=species:S:1:pos:R:3:mulliken_charge:R:1
C 3.078 -0.645 0.604 -0.385
C 2.245 -1.660 0.236 -0.448
C 2.559 -2.623 -0.849 0.830
O 2.026 -3.775 -1.071 -0.596
C 3.866 -2.309 -1.552 -0.831
C 4.703 -1.338 -1.136 0.341
C 4.300 -0.334 -0.107 0.476
O 4.951 0.652 0.152 -0.575
O 5.920 -1.138 -1.737 -0.523
O 1.059 -1.854 0.854 -0.338
H 2.676 0.002 1.369 0.547
H 4.334 -3.015 -2.220 0.439
H 6.595 -0.688 -1.224 0.334
H 0.511 -2.319 0.217 0.532
O -1.145 3.691 2.109 -0.701
H -0.468 3.984 1.498 0.335
H -1.310 2.781 1.865 0.681
C -2.680 -1.108 -0.694 -0.433
Cl -1.649 -1.163 0.715 -0.089
Cl -1.867 -0.204 -1.996 -0.090
H -2.976 -2.127 -0.946 0.409
H -3.525 -0.515 -0.343 0.284
C 0.030 1.699 -3.311 0.740
Cl 0.318 0.657 -4.658 -0.144
Cl 1.270 3.088 -3.327 -0.166
H -1.012 2.014 -3.347 0.096
H 0.247 1.149 -2.395 -0.572
C -2.435 1.968 -1.000 1.903
Cl -4.088 2.156 -0.288 -0.281
Cl -1.437 3.311 -0.355 -0.127
H -2.085 0.977 -0.710 -2.608
H -2.383 1.956 -2.089 0.525
C -3.707 1.214 2.135 1.109
Cl -4.800 0.381 3.252 -0.235
Cl -2.900 2.586 2.887 -0.185
H -2.878 0.583 1.813 -0.619
H -4.164 1.539 1.200 -0.095
C -0.636 -2.528 2.141 0.918
Cl -1.236 -2.323 3.792 -0.188
Cl 0.478 -3.779 1.814 -0.177
H -1.505 -2.634 1.491 0.298
H -0.117 -1.593 1.929 -0.648
C 0.068 0.556 0.758 1.306
Cl 0.170 0.918 -1.023 0.426
Cl -1.447 1.171 1.381 -0.301
H 0.203 -0.512 0.931 -1.819
H 0.845 1.154 1.234 0.644
```

The following is a quantum chemistry calculation of 2 unconnected molecules or ions with the total composition C4H9NO3S at a distorted geometry, from the OMol25 dataset.

**Gap between HOMO and LUMO**: 10.37 eV
**Total energy**: -22758.2666 eV
**Energy above the lowest of the compared OMol25 structures with the same formula, charge and spin**: 3.125 eV
**F_max**: 1.28 eV/A
**Total charge**: 0
**HOMO**: -0.35512 Eh
**M**: 151.19 g/mol
**Structure (SMILES)**: C[S@@](=N)(=O)O.C=C1CO1

The geometry in XYZ format:
```
18
Properties=species:S:1:pos:R:3:mulliken_charge:R:1
C 3.208 -0.194 -0.246 -1.013
S 1.519 0.375 0.070 1.105
N 0.796 -0.296 1.220 -0.605
O 1.500 1.798 0.192 -0.637
O 0.914 -0.054 -1.376 -0.476
H 3.868 0.390 0.381 0.328
H 3.279 -1.246 -0.009 0.345
H 3.398 -0.017 -1.293 0.341
H 0.812 -1.295 1.158 0.213
H -0.021 0.217 -1.420 0.447
C -2.957 -1.271 0.080 -0.874
C -2.401 -0.093 -0.010 0.613
C -1.992 1.210 0.425 -0.181
O -1.705 0.675 -0.884 -0.550
H -3.455 -1.577 0.979 0.237
H -2.930 -1.961 -0.747 0.250
H -2.706 2.025 0.417 0.246
H -1.127 1.315 1.066 0.210
```

The following is a quantum chemistry calculation of a molecular structure, C32H29BCrF2N4O3P at a distorted geometry, from the OMol25 dataset.

**<S²>**: 3.9353
**Gap between HOMO and LUMO (spin up / spin down)**: 7.70 / 6.81 eV
**Total energy**: -89576.9678 eV
**Energy above the lowest of the compared OMol25 structures with the same formula, charge and spin**: 1.724 eV
**F_max**: 2.84 eV/A
**Total charge**: 0
**HOMO (spin up / spin down)**: -0.27890 / -0.24723 Eh
**2S+1**: 4
**M**: 649.39 g/mol

The geometry in XYZ format:
```
73
Properties=species:S:1:pos:R:3:mulliken_charge:R:1
Cr 1.475 -1.080 -0.131 -1.005
C 3.300 -3.685 2.340 -0.796
C 3.288 -3.266 0.891 0.818
O 3.441 -2.052 0.600 -0.811
N 3.164 -4.174 -0.090 -0.040
C 3.358 -3.806 -1.464 -1.084
C 2.192 -3.174 -2.185 1.187
C 2.219 -3.300 -3.673 -1.179
C 1.259 -2.750 -4.355 -0.763
C 0.064 -2.015 -3.779 -0.206
C 0.122 -1.899 -2.245 0.221
N 1.267 -2.574 -1.566 -0.095
H 4.295 -3.493 2.724 0.357
H 3.073 -4.735 2.488 0.365
H 2.596 -3.041 2.863 -0.049
H 2.901 -5.109 0.125 0.244
H 3.725 -4.660 -2.036 0.533
H 4.190 -3.049 -1.486 0.247
H 3.051 -3.857 -4.106 0.370
H 1.194 -2.864 -5.433 0.408
H -0.839 -2.551 -4.056 0.452
H -0.763 -2.277 -1.740 0.245
O 1.934 0.592 0.914 -0.209
N 1.640 0.960 2.041 -0.478
N 0.847 0.174 2.804 1.228
O 0.808 -1.127 2.527 -0.095
C 0.799 0.304 4.214 0.252
C 0.842 -0.813 5.027 -0.399
C 0.792 -0.593 6.405 -0.672
C 0.652 0.658 6.934 -0.495
C 0.620 1.775 6.105 -0.814
C 0.690 1.594 4.741 -0.377
H 0.884 -1.811 4.602 0.391
H 0.828 -1.478 7.038 0.371
H 0.574 0.776 8.004 0.387
H 0.525 2.753 6.540 0.407
H 0.603 2.457 4.101 0.507
C -3.565 4.751 -3.598 -0.441
C -2.225 4.745 -3.988 -0.639
C -1.297 3.973 -3.300 -0.337
C -1.697 3.264 -2.180 0.606
C -3.044 3.269 -1.811 -0.074
C -3.985 3.976 -2.536 -0.797
P -0.427 2.298 -1.317 -0.753
C -1.262 2.027 0.262 1.025
C -2.148 0.993 0.550 0.315
C -2.779 0.886 1.786 -0.590
C -2.569 1.847 2.745 -0.582
C -1.726 2.909 2.456 -0.724
C -1.074 3.015 1.236 -0.808
C -0.644 0.683 -2.184 1.420
C -1.928 0.317 -2.863 -0.623
C -1.666 -0.258 -4.043 -1.503
C -0.187 -0.515 -4.204 0.291
C 0.463 0.362 -3.144 -1.317
C 0.381 -0.409 -1.807 0.432
H -4.301 5.317 -4.151 0.375
H -1.903 5.372 -4.816 0.374
H -0.258 3.947 -3.610 0.409
H -3.369 2.742 -0.917 0.360
H -5.042 3.945 -2.278 0.401
H -2.352 0.215 -0.167 0.016
H -3.454 0.053 1.992 0.364
H -3.041 1.794 3.718 0.398
H -1.556 3.710 3.163 0.395
H -0.394 3.843 1.041 0.364
H -2.917 0.513 -2.495 0.527
H -2.404 -0.657 -4.742 0.432
H 0.132 -0.343 -5.231 0.716
H 1.239 1.096 -3.361 0.552
F 0.359 -3.200 1.522 -0.290
B 0.178 -1.816 1.343 0.464
F -1.145 -1.473 1.252 -0.180
```